The following is a quantum chemistry calculation of a structure of composition C18H52BBr2N3O14P2SSi2 at a distorted geometry, from OMol25.

- highest occupied orbital energy (eV) = -8.204

ORCA input file:
```
! RIJCOSX wB97M-V def2-TZVPD def2/J DEFGRID3
* xyz 0 1
C -2.9903 4.6900 -3.3922
C -1.4681 4.4419 -3.4851
O -0.9024 3.7871 -2.3204
P -1.3520 2.2442 -2.1171
O -2.5382 2.1909 -1.2219
C 0.0338 1.3932 -1.2469
C -0.0798 1.8172 0.2464
C 1.2811 1.9928 0.9515
Si 2.1637 0.3590 1.3152
C 3.3861 0.1345 -0.1417
O 3.9549 1.3837 -0.5530
O 5.3534 1.1567 -0.7334
O 1.1375 -0.9729 1.2298
Si 0.0386 -1.2526 2.4900
C -1.6017 -1.8542 1.6829
C -2.8238 -1.6801 2.6068
S -4.2046 -2.8195 2.1066
C -3.8745 -2.9490 0.3603
N -4.0810 -1.9313 -0.4250
N -3.6777 -2.3632 -1.6694
C -3.2832 -3.5813 -1.5543
O -3.3806 -4.0187 -0.2596
B -0.4067 0.3007 3.6566
N -1.2821 1.4040 3.3144
O 0.1784 0.3409 4.9280
P 0.8125 -3.0009 3.6545
C -0.3690 -3.4370 5.0229
C 0.8282 -4.3664 2.3740
C 1.9523 -5.4091 2.6280
C 3.1928 0.5276 2.9123
Br 4.7541 1.7000 2.6151
C 3.6658 -0.8266 3.5796
C 4.0054 -1.9427 2.5985
Br 5.3532 -0.4813 4.5744
O -1.7405 1.5403 -3.5356
C -2.3293 0.2272 -3.3814
C -3.7007 0.1468 -4.0504
H -3.1492 5.7697 -3.5069
H -3.4739 4.2195 -4.2513
H -3.4332 4.3913 -2.4435
H -1.2589 3.8498 -4.3787
H -0.9546 5.3992 -3.5630
H 1.0046 1.5911 -1.6993
H -0.2306 0.3305 -1.3060
H -0.7649 1.1277 0.7388
H -0.5753 2.7927 0.2711
H 1.9259 2.6456 0.3549
H 1.0959 2.5290 1.8915
H 2.8348 -0.2643 -1.0109
H 4.1857 -0.5753 0.0725
H 5.7979 1.9135 -0.3319
H -1.7188 -1.3181 0.7353
H -1.4165 -2.9120 1.4629
H -3.2245 -0.6796 2.4333
H -2.5920 -1.8325 3.6605
H -2.8834 -4.2496 -2.2965
H -1.9326 1.1950 2.5660
H -1.8460 1.6850 4.1123
H -0.0918 1.1625 5.3543
H -0.1284 -2.8088 5.8820
H -1.4285 -3.3979 4.7612
H -0.1367 -4.4664 5.3165
H 1.0638 -3.8534 1.4310
H -0.1584 -4.8165 2.2257
H 1.5236 -6.4123 2.6260
H 2.5460 -5.1985 3.5165
H 2.6421 -5.3849 1.7798
H 2.6112 1.0622 3.6696
H 2.9587 -1.0911 4.3607
H 3.1450 -2.3484 2.0656
H 4.8172 -1.6362 1.9339
H 4.4189 -2.7701 3.1868
H -2.3897 -0.0989 -2.3410
H -1.6539 -0.4764 -3.8836
H -4.3717 -0.5384 -3.5265
H -4.2100 1.1115 -4.0732
H -3.5860 -0.2635 -5.0530
O -2.3270 7.3802 -4.6996
H -2.6750 8.0018 -4.0497
H -1.4238 7.6808 -4.8520
O -4.3274 1.2138 -6.9354
H -4.7002 1.8113 -6.2810
H -3.4098 1.4932 -7.0121
O 3.9439 -7.7932 2.8316
H 3.4134 -8.4089 3.3464
H 4.7336 -8.2939 2.6050
O 1.1988 0.5989 -3.9589
H 1.1877 -0.3279 -4.2160
H 0.2793 0.8002 -3.7347
O -4.1508 8.2131 -7.0544
H -4.7492 7.4614 -7.0310
H -3.4319 7.9625 -6.4608
O 8.8062 -0.4525 3.3434
H 8.7716 -1.3796 3.0914
H 7.8936 -0.2358 3.5647
*
```

=====

The following is a quantum chemistry calculation of a structure of composition CNa9O3 at a distorted geometry, from OMol25.

- relative energy (zero: lowest compared OMol25 entry of this formula, charge and spin) (kJ/mol) = 1167.3
- highest occupied orbital energy (eV) = -34.400

ORCA input file:
```
! RIJCOSX wB97M-V def2-TZVPD def2/J DEFGRID3
* xyz 7 1
Na -10.0435 -0.1909 3.3239
Na -7.8207 -1.0189 7.0700
Na -10.9155 1.9143 9.0571
Na -12.5852 -1.4404 9.5917
Na -12.8376 1.0260 5.0681
Na -11.7789 -2.5166 5.2765
Na -9.9355 -3.7186 8.2697
Na -9.1010 -1.0513 10.3705
Na -14.7090 -1.6917 7.1353
C -10.9018 -0.4983 7.0385
O -10.2658 -0.8470 8.1634
O -12.2183 -0.4201 7.0183
O -10.2751 -0.2377 5.9503
*
```

=====

The following is a quantum chemistry calculation of a cluster of 5 separate species, C2H14O6 in total at a distorted geometry, from OMol25.

- relative energy (zero: lowest compared OMol25 entry of this formula, charge and spin) (kJ/mol) = 134.2
- SMILES string = OCCO.O.O.O.O
- highest occupied orbital energy (eV) = -10.298

ORCA input file:
```
! RIJCOSX wB97M-V def2-TZVPD def2/J DEFGRID3
* xyz 0 1
O 0.7393 2.3021 0.5861
H 0.3763 1.9711 1.3761
H 1.2533 1.5601 0.3021
O 2.5403 0.8491 2.8771
H 2.5893 0.1201 2.2701
H 1.7523 0.7451 3.3511
O 2.0333 -0.1149 0.1601
H 1.6023 -0.6549 0.7521
H 1.7533 -0.5399 -0.6539
O -0.0007 -1.8089 2.1321
H -0.9137 -1.6049 1.8611
H 0.0513 -2.7399 2.3161
C -0.6357 -0.0129 -1.3369
C -1.9137 0.1231 -2.1209
O -2.2597 1.5021 -2.0629
O -0.1977 -1.2989 -1.3979
H -0.7747 0.2431 -0.2629
H 0.2683 0.4531 -1.7199
H -2.6227 -0.4679 -1.6819
H -1.7977 -0.2579 -3.1459
H -3.0537 1.4821 -2.6109
H -0.7887 -1.8499 -0.9909
*
```

=====

The following is a quantum chemistry calculation of a structure of composition C23H48N4O5PTl, from OMol25.

- relative energy (zero: lowest compared OMol25 entry of this formula, charge and spin) (kJ/mol) = 0.0
- highest occupied orbital energy (eV) = -7.945

ORCA input file:
```
! RIJCOSX wB97M-V def2-TZVPD def2/J DEFGRID3
* xyz 0 1
Tl -0.4817 0.9823 -1.4528
C 0.8071 3.5357 3.8111
C 1.2860 2.7711 2.5742
C 2.1362 1.5719 3.0117
C 2.9727 0.8773 1.9338
C 3.6175 -0.3571 2.5661
C 4.0507 1.8035 1.3637
N 2.0278 0.4784 0.8484
C 2.5375 -0.4114 -0.2199
C 1.9727 -1.8088 -0.0880
N 0.5532 -1.8747 -0.4767
C 0.5602 -2.1481 -1.9261
C -0.7373 -1.9956 -2.7518
O -0.9782 -2.9149 -3.5259
O -1.4042 -0.9128 -2.6022
C -0.1252 -2.9723 0.2665
C -1.5392 -3.2294 -0.2517
C -0.0964 -2.8664 1.8051
C -0.8865 -1.8073 2.6025
C -2.4043 -2.0567 2.5307
C -0.4410 -1.9672 4.0586
N -0.5375 -0.4463 2.1272
C -1.0304 0.6539 2.9676
C -1.0575 1.9810 2.2246
N 0.1986 2.4215 1.6350
C -0.0303 3.4997 0.6728
C 1.0505 3.6298 -0.4238
O 1.2220 4.7342 -0.9236
O 1.6239 2.5359 -0.7845
H 1.6607 3.9503 4.3493
H 0.2571 2.8884 4.4982
H 0.1580 4.3658 3.5283
H 1.9468 3.4441 2.0204
H 1.5072 0.8248 3.5020
H 2.8414 1.9252 3.7693
H 4.3183 -0.0367 3.3382
H 4.1773 -0.9497 1.8404
H 2.8659 -1.0001 3.0340
H 4.4520 2.4342 2.1584
H 3.6500 2.4531 0.5839
H 4.8814 1.2338 0.9429
H 1.7131 1.4004 0.3457
H 1.1849 0.0675 1.2863
H 3.6247 -0.4480 -0.1887
H 2.2646 0.0373 -1.1760
H 2.0945 -2.1304 0.9409
H 2.5743 -2.4901 -0.7027
H 0.9384 -3.1587 -2.1186
H 1.2642 -1.4456 -2.3877
H 0.4545 -3.8907 0.0611
H -2.0989 -2.3001 -0.3697
H -2.0710 -3.8818 0.4402
H -1.5220 -3.7255 -1.2200
H 0.9362 -2.8296 2.1566
H -0.4698 -3.8346 2.1505
H -2.6252 -3.1191 2.6412
H -2.8161 -1.7222 1.5770
H -2.9281 -1.5296 3.3297
H -0.5838 -3.0029 4.3724
H -1.0213 -1.3353 4.7312
H 0.6179 -1.7191 4.1743
H -0.9683 -0.3528 1.2098
H -0.4076 0.7229 3.8588
H -2.0560 0.4830 3.3152
H -1.4897 2.7255 2.9112
H -1.7703 1.8854 1.4013
H -0.1430 4.4792 1.1528
H -0.9660 3.2954 0.1453
C -2.6019 2.7381 -3.9077
P -3.6246 2.1740 -2.5293
C -4.2071 0.5416 -3.0087
C -5.0453 3.2807 -2.4862
O -2.8952 2.1675 -1.2171
H -3.2079 2.9438 -4.7907
H -1.8779 1.9581 -4.1528
H -2.0656 3.6407 -3.6117
H -4.5824 0.5400 -4.0335
H -4.9978 0.2238 -2.3284
H -3.3674 -0.1561 -2.9242
H -5.6455 3.2191 -3.3944
H -4.6757 4.2991 -2.3590
H -5.6550 3.0200 -1.6213
*
```

=====

The following is a quantum chemistry calculation of the ion H2NO3S with charge -1 at a distorted geometry, from OMol25.

- relative energy (zero: lowest compared OMol25 entry of this formula, charge and spin) (kJ/mol) = 373.2
- SMILES string = NS(=O)(=O)[O-]
- highest occupied orbital energy (spin up / spin down) (eV) = -4.227 / -4.226

ORCA input file:
```
! RIJCOSX wB97M-V def2-TZVPD def2/J DEFGRID3
* xyz -1 1
N -1.0390 -0.3076 -0.0743
O 1.2337 -0.6788 -1.2389
O 0.6003 1.8199 0.1296
O 1.0664 -1.0788 1.1272
S 0.6241 -0.2653 -0.0062
H -1.5609 0.0128 0.7277
H -0.9245 0.4979 -0.6650
*
```

=====

The following is a quantum chemistry calculation of a cluster of 2 separate species, C3H7N2S in total at a distorted geometry, from OMol25.

- relative energy (zero: lowest compared OMol25 entry of this formula, charge and spin) (kJ/mol) = 439.1
- highest occupied orbital energy (spin up / spin down) (eV) = -10.097 / -15.020

ORCA input file:
```
! RIJCOSX wB97M-V def2-TZVPD def2/J DEFGRID3
* xyz 1 3
C -2.0428 1.5164 0.7643
C -2.3955 1.1545 -0.3017
C 1.2476 -0.8958 -0.1600
N 0.4295 -1.9343 -0.0270
N 0.7397 0.2885 -0.2513
S 1.8002 1.7074 -0.2602
H -1.9306 1.9971 1.6838
H 2.6601 0.8918 0.1091
H -2.5565 0.7514 -1.3115
H 2.2384 -1.1984 -0.1939
H 0.7305 -2.9144 0.1043
H -0.6084 -1.7120 0.1919
H -0.3123 0.3476 -0.3477
*
```

=====

The following is a quantum chemistry calculation of an isolated molecule of C7H12, from OMol25.

- relative energy (zero: lowest compared OMol25 entry of this formula, charge and spin) (kJ/mol) = 152.6
- SMILES string = CC[C@H]1C[C@H]2C[C@@H]12
- highest occupied orbital energy (eV) = -9.279

ORCA input file:
```
! RIJCOSX wB97M-V def2-TZVPD def2/J DEFGRID3
* xyz 0 1
C 2.3836 0.3813 -0.7401
C 1.0517 -0.3780 -0.7724
C 0.2745 -0.2758 0.5452
C -0.4545 1.0734 0.7720
C -1.8192 0.3896 0.6254
C -2.0082 -0.6468 -0.4431
C -1.1021 -0.9571 0.6922
H 2.8858 0.3270 -1.7122
H 3.0736 -0.0318 0.0044
H 2.2464 1.4440 -0.5064
H 0.4501 0.0322 -1.5944
H 1.2413 -1.4286 -1.0235
H 0.9365 -0.5546 1.3724
H -0.1813 1.9388 0.1608
H -0.3536 1.3677 1.8209
H -2.6806 0.6737 1.2191
H -2.9707 -1.1515 -0.3846
H -1.6470 -0.5448 -1.4598
H -1.3286 -1.7079 1.4387
*
```

=====

The following is a quantum chemistry calculation of a cluster of 3 separate species, C3H12NO in total at a distorted geometry, from OMol25.

- relative energy (zero: lowest compared OMol25 entry of this formula, charge and spin) (kJ/mol) = 816.8
- highest occupied orbital energy (eV) = -15.094

ORCA input file:
```
! RIJCOSX wB97M-V def2-TZVPD def2/J DEFGRID3
* xyz 1 1
C -1.1741 -0.6502 2.1797
C -0.0187 0.3080 2.5749
N 1.3647 -0.0533 -1.8293
C 0.6769 0.1461 -3.0909
H -1.5583 -0.0875 1.2403
H -0.8564 -1.6265 1.8197
H -1.8563 -0.6430 3.0250
H 0.9832 -0.1264 2.5073
H 0.0027 1.1840 1.9415
H -0.0511 0.5033 3.6492
H 1.8791 -0.9395 -1.8483
H -0.1373 -0.5931 -3.1574
H 1.4098 0.0483 -3.8910
H 0.2923 1.1687 -3.0921
H 0.6546 -0.0382 -1.0089
H -1.0350 1.1045 -0.6622
O -0.5762 0.2947 -0.3576
*
```

=====

no.,DFT total energy (hartree)
1,-8767.54492
2,-1721.03667
3,-535.97459
4,-2014.34328
5,-679.80364
6,-625.68623
7,-273.85043
8,-250.95924